# 1
Computed, not measured: 2 unconnected molecules or ions with the total composition C31H31NO4S2, with the ωB97M-V functional and the def2-TZVPD basis.

The geometry in XYZ format:
```
69
Properties=species:S:1:pos:R:3:forces:R:3
C -2.89408 3.93243 1.05243 0.130 0.132 0.068
C -2.88429 4.07489 -0.46638 -0.170 -0.222 -0.163
C -2.01389 3.01698 -1.14997 1.059 0.150 0.038
N -2.30621 1.66167 -0.67404 0.772 -0.852 -0.234
C -1.85970 0.61789 -1.41213 -1.909 2.154 -1.078
C -2.73452 -0.48360 -1.64939 -0.816 -1.125 0.119
C -3.97443 -0.57144 -0.96813 0.341 -0.484 -0.147
C -4.70899 -1.75584 -1.02266 -0.012 0.307 -0.034
C -4.29712 -2.80125 -1.85799 0.275 0.367 -0.067
C -3.19331 -2.62239 -2.70673 -0.145 0.004 -0.072
C -2.42650 -1.47530 -2.61772 -0.041 0.415 0.370
C -2.38677 1.47593 0.78956 -0.191 -0.174 0.560
C -3.26293 2.51389 1.46957 -0.218 -0.187 -0.074
H -1.90079 4.18847 1.44517 -0.120 -0.067 -0.017
H -3.60715 4.64242 1.48474 0.154 -0.058 -0.047
H -3.90813 4.00960 -0.85257 0.062 -0.079 0.048
H -2.50445 5.05571 -0.76520 -0.017 -0.092 0.034
H -2.16235 3.04908 -2.24128 0.032 -0.103 0.437
H -0.94838 3.22273 -0.94717 -0.142 0.069 -0.024
H -1.05923 0.80636 -2.13506 -0.484 0.154 0.005
H -4.33668 0.29918 -0.41855 0.085 -0.463 -0.004
H -5.61272 -1.84239 -0.41469 0.253 -0.042 -0.313
H -4.85676 -3.73390 -1.88886 0.087 0.213 0.019
H -2.91028 -3.39008 -3.42939 -0.181 0.205 0.261
H -1.58175 -1.31064 -3.28703 -0.021 -0.223 0.350
H -2.74958 0.45891 0.98946 0.250 0.329 -0.038
H -1.35809 1.53390 1.19032 -0.252 0.007 -0.352
H -3.14721 2.37795 2.54918 -0.017 0.066 -0.106
H -4.31773 2.31627 1.24065 0.056 0.070 -0.036
C 0.67763 -3.52261 3.97002 0.155 -0.102 -0.011
C 1.99176 -3.56168 3.47959 -0.709 0.116 -0.059
C 2.27735 -3.02824 2.22753 -0.190 0.153 -0.015
C 1.29777 -2.31198 1.47401 -0.449 -0.860 0.974
C 1.67649 -1.49478 0.34831 2.031 0.310 -1.335
S 0.55878 -0.72978 -0.68402 2.469 -0.991 1.749
C 1.23919 -0.48182 -2.29952 0.245 0.062 -0.484
C 1.30895 0.80077 -2.84178 -0.141 -0.212 -0.187
C 1.78885 0.97129 -4.14000 0.098 -0.201 0.017
C 2.26873 -0.13485 -4.85219 -0.025 0.001 0.090
C 2.22723 -1.41678 -4.28361 -0.158 0.191 0.069
C 1.68657 -1.59486 -3.00949 -0.097 0.213 -0.233
O -0.54696 -1.64929 -0.84134 -0.414 0.229 -0.001
O 0.31842 0.61022 -0.15181 -1.086 0.454 -0.605
S 3.35849 -0.95489 0.22147 -0.871 0.023 0.251
C 3.62033 0.21509 1.56012 0.082 -0.356 0.179
C 3.18778 1.52510 1.36783 0.113 0.161 0.209
C 3.39225 2.46430 2.37974 -0.053 -0.325 -0.181
C 4.00076 2.07669 3.57528 0.052 -0.140 -0.024
C 4.44428 0.76327 3.75110 -0.121 -0.006 -0.183
C 4.25133 -0.18078 2.74005 -0.061 0.182 -0.088
O 4.27047 -2.06467 0.42093 -0.167 0.618 -0.195
O 3.50575 -0.13282 -0.96439 -0.060 -0.262 -0.036
C -0.04236 -2.40381 1.93905 0.456 0.044 0.175
C -0.34015 -2.99982 3.16105 0.472 -0.193 0.127
H 0.45728 -3.93041 4.95995 -0.022 0.113 -0.352
H 2.79235 -4.01570 4.07514 -0.344 0.112 -0.301
H 3.27385 -3.15922 1.81859 -0.284 0.196 0.207
H 0.98313 1.65529 -2.25183 0.147 -0.173 -0.060
H 1.80088 1.97562 -4.57492 0.104 -0.427 0.106
H 2.68687 0.00470 -5.85464 -0.186 -0.074 0.397
H 2.61001 -2.28207 -4.83155 -0.133 0.354 0.164
H 1.61332 -2.57781 -2.54964 0.120 0.148 -0.082
H 2.71326 1.80527 0.42765 0.148 -0.107 0.261
H 3.08199 3.49442 2.20702 0.056 -0.212 0.193
H 4.12997 2.80166 4.37540 0.058 -0.094 -0.146
H 4.95450 0.45944 4.66511 -0.191 0.162 -0.166
H 4.59784 -1.20930 2.85283 -0.109 0.342 -0.075
H -0.83619 -1.99187 1.32779 0.041 -0.014 0.235
H -1.37473 -3.06075 3.49903 0.203 0.096 -0.086
```
Forces are in eV/Å.

Properties
- Lowest unoccupied orbital energy: -2.0 eV
- DFT total energy: -63996.378 eV
- Energy above the lowest of the compared OMol25 structures with the same formula, charge and spin: 0.070 eV
- Largest force on an atom: 3.2 eV Å⁻¹
- Kohn-Sham gap: 4.324 eV

***

# 2
Computed, not measured: a molecular structure, C31H32AsBrCaF6IN2, with the ωB97M-V functional and the def2-TZVPD basis.

The geometry in XYZ format:
```
75
Properties=species:S:1:pos:R:3:forces:R:3
Ca -1.54308 -0.21459 0.20406 -0.186 -0.401 -0.057
N -5.18286 4.56669 -4.84665 -0.002 0.005 0.001
C -4.68570 3.85873 -4.08902 0.006 -0.015 0.014
C -4.05221 2.97587 -3.14668 -0.021 0.023 -0.041
C -3.85361 3.38288 -1.82913 0.009 -0.010 -0.027
C -3.21799 2.52639 -0.94284 0.027 0.003 0.003
C -2.74794 1.24921 -1.29774 -0.014 0.026 -0.050
C -2.99630 0.88539 -2.63309 0.022 -0.065 0.014
C -3.62841 1.71205 -3.54990 -0.011 0.035 0.016
H -4.19467 4.36266 -1.51862 0.003 -0.001 0.015
H -3.07674 2.89307 0.07263 -0.012 0.005 0.002
H -2.68147 -0.09262 -2.99583 -0.012 0.001 0.000
H -3.79473 1.39609 -4.57228 0.005 -0.014 0.002
F -2.37290 -2.40137 -0.07659 0.006 -0.075 -0.029
As -3.62819 -2.69543 1.20371 0.153 -0.085 -0.110
F -3.79506 -4.31639 0.69205 0.021 0.060 0.037
F -4.80986 -2.14704 0.09528 0.075 0.004 0.031
F -4.75760 -2.79814 2.47446 0.036 0.040 -0.010
F -3.25860 -0.97581 1.58848 0.008 0.268 0.251
F -2.32584 -3.10659 2.27060 -0.076 0.060 -0.121
Br 1.22572 -3.87684 3.62672 0.015 0.007 0.020
C 0.24070 -4.80565 2.30819 -0.039 -0.037 -0.009
C -0.44145 -5.94962 2.69238 0.007 -0.014 0.013
C -1.19587 -6.64823 1.76483 -0.004 -0.015 0.027
C -1.26963 -6.21123 0.45281 0.016 0.043 -0.040
C -0.58921 -5.06852 0.06443 -0.026 -0.086 0.046
C 0.16272 -4.36723 0.99450 0.071 0.083 -0.034
I 1.10013 -2.61039 0.36775 -0.071 -0.089 -0.019
H -0.38763 -6.28011 3.72009 0.005 0.004 0.001
H -1.73653 -7.53109 2.07786 0.000 -0.004 -0.008
H -1.87310 -6.74248 -0.26989 -0.003 -0.006 0.002
H -0.66048 -4.71100 -0.95277 0.000 0.012 0.000
C -0.14815 -0.49495 5.02522 0.000 -0.016 0.015
C 0.83991 -0.06496 3.97904 0.037 0.067 -0.062
C 2.21240 -0.01483 4.23900 -0.038 -0.016 0.065
C 3.13198 0.37051 3.26222 0.045 0.012 -0.032
C 4.60122 0.42947 3.58542 0.002 0.001 -0.011
C 2.69464 0.69950 1.99403 -0.043 -0.024 0.064
C 1.31053 0.64429 1.65853 -0.045 -0.007 -0.020
C 0.42311 0.27411 2.71450 -0.047 -0.116 -0.025
N 0.71833 0.80224 0.46242 0.169 0.208 -0.150
C 1.27348 1.36333 -0.78211 -0.102 -0.102 0.096
C 0.52471 2.70066 -0.98682 0.006 -0.022 0.041
C 0.86780 3.30757 -2.34893 0.001 0.009 -0.016
C 2.37218 3.56776 -2.42974 0.003 0.000 0.008
C 3.11846 2.24362 -2.25651 0.018 0.003 0.007
C 2.71946 1.27490 -3.37050 0.003 -0.001 0.007
C 1.21405 1.01824 -3.29350 -0.005 -0.001 0.010
C 0.44957 2.33526 -3.45552 -0.014 -0.001 0.020
C 0.88822 0.39864 -1.93082 -0.020 0.077 0.089
C 2.77801 1.63808 -0.88666 0.030 -0.024 -0.019
H 0.33314 -0.62165 5.99370 0.002 -0.003 -0.003
H -0.60586 -1.44558 4.74558 -0.007 0.007 0.006
H -0.94535 0.24054 5.13500 -0.013 -0.005 -0.001
H 2.57236 -0.28807 5.22452 0.002 0.005 0.000
H 4.82156 -0.07842 4.52279 -0.005 -0.005 0.000
H 4.93229 1.46522 3.67997 0.003 -0.002 0.004
H 5.19386 -0.03673 2.79824 0.002 0.006 -0.002
H 3.43643 0.95308 1.26140 0.010 0.009 -0.067
H -0.64400 0.24320 2.51710 -0.062 0.049 0.059
H 0.80566 3.38145 -0.17661 0.003 0.004 -0.005
H -0.55009 2.52308 -0.91975 0.013 0.030 -0.013
H 0.31861 4.24557 -2.45872 -0.006 -0.006 0.001
H 2.67625 4.27480 -1.65155 -0.001 0.002 -0.002
H 2.62783 4.01673 -3.39340 -0.005 -0.001 -0.004
H 4.19668 2.42047 -2.29029 -0.005 -0.002 -0.008
H 3.26972 0.33412 -3.26800 -0.001 -0.001 -0.004
H 2.97946 1.69920 -4.34384 -0.006 -0.002 -0.007
H 0.91251 0.31559 -4.07407 0.005 0.006 -0.008
H -0.62720 2.15453 -3.40537 0.001 0.009 -0.004
H 0.66533 2.77005 -4.43536 0.002 -0.003 -0.003
H 1.42861 -0.54403 -1.81097 0.033 -0.020 0.006
H -0.18683 0.16938 -1.91118 0.031 0.116 -0.001
H 3.08456 2.34551 -0.11327 -0.007 0.003 0.026
H 3.34294 0.70984 -0.75496 0.002 -0.002 0.003
```
Forces are in eV/Å.

Properties
- Lowest unoccupied orbital energy (alpha / beta): -0.1 / -2.5 eV
- ⟨S²⟩: 0.796
- DFT total energy: -209377.472 eV
- Energy above the lowest of the compared OMol25 structures with the same formula, charge and spin: 0.488 eV
- Largest force on an atom: 0.4 eV Å⁻¹
- Kohn-Sham gap (alpha / beta): 8.484 / 6.066 eV
- Spin multiplicity: 2

***

# 3
Computed, not measured: a molecular structure, C31H32GeHgN6S, with the ωB97M-V functional and the def2-TZVPD basis.

The geometry in XYZ format:
```
72
Properties=species:S:1:pos:R:3:forces:R:3
Hg -0.91951 -3.10501 -0.09875 0.016 0.053 -0.077
C 1.57573 -0.40378 3.96110 0.028 -0.009 0.143
C 0.61356 -0.52034 2.79697 -0.209 0.268 0.161
N 0.64693 -1.54754 1.96741 0.042 -0.140 -0.037
N 1.77966 -2.33901 2.13324 0.126 -0.448 0.057
C 1.76545 -3.63180 2.42432 -0.054 0.029 -0.272
N 3.01447 -4.24102 2.34252 0.003 0.041 0.046
S 0.41203 -4.51449 2.85590 -0.002 -0.036 0.133
C -0.34184 0.50726 2.66876 0.053 0.108 0.064
C -0.53462 1.50628 3.67695 -0.002 -0.031 0.008
C -1.72250 2.14019 3.85122 0.035 0.025 0.024
C -2.82305 1.74991 3.01583 0.025 0.029 -0.037
C -2.59122 0.95893 1.94661 -0.120 -0.052 -0.031
N -1.31883 0.52342 1.61960 0.101 -0.212 0.118
H 2.19885 -1.29285 4.04257 -0.051 0.099 0.014
H 1.02460 -0.30310 4.89621 -0.001 0.015 0.005
H 2.22934 0.46755 3.86452 -0.010 0.004 0.033
H 2.66952 -1.91602 1.88842 -0.089 -0.056 -0.041
H 3.64633 -3.85478 1.65487 -0.011 0.021 -0.045
H 2.93466 -5.24391 2.30517 -0.009 0.001 0.023
H 0.28633 1.73185 4.34601 0.000 -0.006 -0.009
H -1.84881 2.88552 4.62543 -0.003 -0.005 -0.002
H -3.83088 2.09119 3.20876 -0.002 -0.003 -0.003
H -3.36134 0.68879 1.23531 0.004 -0.082 -0.010
C -1.02487 0.14413 0.33075 -0.111 0.313 -0.214
Ge 0.54668 0.68708 -0.58289 0.102 -0.093 0.040
C 2.29814 -0.10410 -0.12787 0.051 0.007 -0.063
C 2.92040 0.31494 1.05122 0.119 0.236 -0.161
C 4.14648 -0.20054 1.44400 0.033 0.077 -0.013
C 4.78724 -1.15042 0.65379 0.041 -0.026 -0.047
C 4.19930 -1.55621 -0.53445 0.038 -0.005 0.015
C 2.96985 -1.02913 -0.92180 -0.068 -0.014 0.030
C 0.12163 0.37555 -2.48306 -0.023 0.035 0.013
C 0.17221 -0.88776 -3.07468 -0.067 -0.041 0.044
C -0.23410 -1.08656 -4.38832 -0.003 0.011 -0.005
C -0.70506 -0.02016 -5.14091 -0.004 0.001 0.000
C -0.77560 1.24224 -4.56815 -0.033 -0.003 0.022
C -0.37128 1.43199 -3.25241 0.125 0.027 -0.046
C 0.93084 2.62370 -0.44538 -0.094 -0.001 -0.033
C 0.20853 3.43949 0.42366 -0.015 -0.022 0.013
C 0.43316 4.81117 0.46540 0.019 0.000 0.010
C 1.37802 5.38721 -0.37148 -0.003 -0.002 -0.006
C 2.10841 4.58663 -1.24147 0.014 0.010 0.007
C 1.88648 3.21685 -1.27132 0.029 0.001 0.071
H -1.89958 0.18620 -0.31146 -0.042 -0.130 0.032
H 2.43359 1.06309 1.66960 0.015 -0.046 -0.034
H 4.60395 0.13423 2.36738 -0.004 0.000 0.014
H 5.74255 -1.55952 0.95977 0.012 0.004 0.001
H 4.69921 -2.28013 -1.16747 -0.009 -0.004 0.001
H 2.53906 -1.35095 -1.86166 -0.011 -0.029 0.023
H 0.49345 -1.74494 -2.49526 -0.011 -0.011 0.013
H -0.19104 -2.07979 -4.81887 0.002 -0.009 0.002
H -1.02164 -0.17346 -6.16591 0.001 0.003 -0.002
H -1.15252 2.08022 -5.14305 0.006 -0.002 0.001
H -0.42706 2.42568 -2.82099 -0.023 -0.008 0.004
H -0.53558 2.99948 1.07983 -0.008 0.017 -0.014
H -0.13291 5.42930 1.15215 -0.006 -0.007 0.001
H 1.54548 6.45756 -0.34812 0.010 -0.002 0.007
H 2.85038 5.03173 -1.89439 -0.002 -0.002 -0.003
H 2.46737 2.59805 -1.94905 -0.007 0.010 -0.015
C -3.76278 -0.47755 -2.69920 -0.003 -0.017 -0.007
C -4.26952 -1.58119 -1.83721 0.058 -0.023 0.002
N -4.22622 -1.62289 -0.53100 -0.093 0.134 0.060
C -4.80455 -2.81597 -0.16850 0.020 0.037 0.004
C -5.20705 -3.50262 -1.27144 0.048 -0.027 -0.015
N -4.85872 -2.70185 -2.33806 -0.019 -0.020 0.025
H -2.80142 -0.12781 -2.32712 0.024 -0.008 -0.018
H -4.45470 0.36673 -2.70012 0.005 0.003 -0.002
H -3.62491 -0.81434 -3.72687 0.021 0.018 -0.019
H -4.86760 -3.11493 0.86437 -0.022 -0.006 -0.004
H -5.66317 -4.46771 -1.40045 -0.003 -0.004 0.003
H -4.97542 -2.91994 -3.31044 0.023 0.001 -0.003
```
Forces are in eV/Å.

Properties
- Total charge: -1
- Lowest unoccupied orbital energy (alpha / beta): 2.7 / 2.6 eV
- ⟨S²⟩: 0.791
- DFT total energy: -113132.103 eV
- Largest force on an atom: 0.5 eV Å⁻¹
- Kohn-Sham gap (alpha / beta): 4.747 / 5.521 eV
- Spin multiplicity: 2